[1]
{
  "formula": "C2H5NOS",
  "method": "the ωB97M-V functional and the def2-TZVPD basis",
  "species": ["C", "C", "H", "H", "H", "H", "H", "N", "O", "S"],
  "coordinates": [[-1.919, 0.324, 0.101], [0.896, 0.238, -0.224], [-2.034, 1.229, -0.496], [-2.658, -0.727, 0.047], [-1.905, 0.569, 1.274], [3.119, -0.145, -0.227], [1.982, -1.587, -0.176], [2.060, -0.564, 0.280], [0.814, 1.568, -0.266], [-0.355, -0.903, -0.313]],
  "lowdin_charge": [-0.27, -0.85, 0.02, 0.08, 0.07, 0.20, 0.08, -0.07, -0.11, 0.86],
  "spin_multiplicity": 1,
  "e_above_lowest_ev": 3.3459,
  "e_tot_ev": -16525.036,
  "gap_ev": 10.16,
  "smiles": "CSC(N)=O"
}


[2]
{
  "formula": "C7H9N2",
  "method": "the ωB97M-V functional and the def2-TZVPD basis",
  "species": ["C", "C", "C", "C", "C", "C", "C", "N", "N", "H", "H", "H", "H", "H", "H", "H", "H", "H"],
  "coordinates": [[-0.372, -1.020, 0.849], [0.330, -0.419, 2.583], [-0.179, -1.633, -0.509], [0.049, -0.408, -1.378], [0.077, 0.829, -0.472], [-0.659, 0.453, 0.821], [-0.267, 0.864, 2.183], [0.142, -1.564, 1.883], [1.277, 0.447, 2.652], [0.659, -2.314, -0.374], [-1.072, -2.334, -0.641], [1.023, -0.474, -2.009], [-0.798, -0.222, -2.181], [1.091, 1.152, -0.196], [-0.414, 1.675, -0.991], [-1.644, 0.783, 0.780], [-0.606, 1.586, 2.944], [2.138, 0.193, 2.157]],
  "lowdin_charge": [-0.21, -0.21, -0.09, -0.16, -0.11, -0.18, 0.08, 0.25, 0.27, 0.13, 0.17, 0.15, 0.16, 0.13, 0.14, 0.16, 0.17, 0.16],
  "spin_multiplicity": 1,
  "e_above_lowest_ev": 4.5105,
  "e_tot_ev": -10374.013,
  "charge": 1,
  "gap_ev": 10.24
}


[3]
{
  "formula": "C4H11NO",
  "method": "the ωB97M-V functional and the def2-TZVPD basis",
  "species": ["C", "C", "C", "H", "H", "H", "H", "H", "H", "H", "H", "N", "C", "O", "H", "H", "H"],
  "coordinates": [[0.226, 0.201, -0.504], [-0.535, 0.229, -1.831], [1.196, -0.968, -0.391], [0.813, 1.124, -0.454], [-0.991, -0.786, 0.288], [-1.185, -0.645, -1.920], [1.977, -0.920, -1.156], [0.668, -1.916, -0.519], [1.671, -0.985, 0.592], [-1.164, 1.118, -1.905], [0.151, 0.244, -2.684], [0.075, 0.531, 2.216], [-0.751, 0.555, 1.114], [-1.694, -0.416, 1.066], [0.718, 1.297, 2.345], [-0.052, -0.217, 2.882], [-1.126, 1.554, 0.861]],
  "lowdin_charge": [-0.37, -0.10, -0.11, 0.11, 0.15, 0.07, 0.08, 0.08, 0.07, 0.07, 0.08, 0.09, -0.47, -0.06, 0.10, 0.10, 0.13],
  "spin_multiplicity": 1,
  "e_above_lowest_ev": 3.0918,
  "e_tot_ev": -7861.462,
  "gap_ev": 9.09
}


[4]
{
  "formula": "C20H41N2P3ReSe",
  "method": "the ωB97M-V functional and the def2-TZVPD basis",
  "species": ["Re", "P", "P", "P", "H", "C", "C", "H", "C", "C", "C", "C", "C", "C", "C", "C", "C", "H", "H", "H", "H", "H", "H", "H", "H", "H", "H", "H", "H", "H", "H", "H", "H", "H", "H", "H", "H", "H", "H", "H", "H", "H", "H", "H", "H", "H", "C", "C", "C", "C", "C", "C", "Se", "H", "H", "H", "H", "H", "H", "N", "C", "C", "C", "N", "H", "H", "H", "H"],
  "coordinates": [[-0.216, -0.546, 0.698], [0.185, 1.576, 2.119], [-2.428, 0.146, 0.491], [2.048, -0.453, 0.208], [-1.348, -1.534, -1.777], [-0.449, -1.616, -1.122], [-0.612, -2.435, 0.128], [-1.561, -3.010, 0.263], [0.287, 3.118, 1.115], [-1.100, 2.008, 3.367], [1.704, 1.729, 3.146], [-3.468, -0.685, -0.764], [-3.458, -0.139, 1.968], [-2.826, 1.896, 0.116], [2.676, -1.503, -1.159], [3.168, -1.009, 1.532], [2.782, 1.157, -0.330], [0.396, -1.779, -1.825], [0.212, -3.110, 0.355], [0.339, 3.994, 1.790], [-0.585, 3.218, 0.459], [1.173, 3.103, 0.469], [-0.715, 2.842, 3.982], [-1.280, 1.138, 4.009], [-2.042, 2.295, 2.892], [1.567, 2.587, 3.832], [2.599, 1.886, 2.532], [1.845, 0.817, 3.741], [-4.492, -0.309, -0.661], [-3.457, -1.766, -0.584], [-3.096, -0.460, -1.769], [-4.442, 0.292, 1.776], [-3.034, 0.326, 2.855], [-3.568, -1.209, 2.140], [-3.917, 1.975, 0.102], [-2.429, 2.156, -0.877], [-2.420, 2.567, 0.878], [3.773, -1.442, -1.216], [2.257, -1.155, -2.110], [2.391, -2.547, -0.974], [4.141, -1.174, 1.063], [2.816, -1.950, 1.963], [3.259, -0.248, 2.310], [3.822, 0.928, -0.608], [2.765, 1.883, 0.495], [2.224, 1.539, -1.203], [0.355, 0.902, -4.315], [0.502, -0.393, -4.844], [0.950, -0.539, -6.164], [1.397, 0.597, -6.855], [1.538, 1.832, -6.198], [1.110, 1.946, -4.880], [-0.915, 1.562, -3.035], [-2.130, 0.998, -3.674], [0.204, -1.260, -4.261], [0.906, -1.517, -6.657], [1.644, 0.515, -7.911], [1.944, 2.704, -6.726], [1.234, 2.884, -4.331], [-0.734, -3.242, 2.688], [-0.769, -3.749, 3.936], [-0.324, -2.740, 4.756], [-0.062, -1.640, 3.941], [-0.328, -1.969, 2.676], [-0.962, -3.806, 1.884], [-1.139, -4.745, 4.122], [-0.202, -2.775, 5.821], [0.294, -0.664, 4.210]],
  "lowdin_spin": [1.52, 0.00, 0.10, 0.10, 0.01, 0.00, 0.04, 0.01, 0.00, 0.00, 0.01, 0.03, 0.05, 0.00, 0.03, 0.04, 0.00, 0.00, 0.02, 0.00, 0.00, 0.00, 0.00, 0.00, 0.00, 0.00, 0.00, 0.00, 0.00, 0.00, 0.00, 0.01, 0.00, 0.00, 0.00, 0.00, 0.00, 0.00, 0.00, 0.00, 0.01, 0.00, 0.00, 0.00, 0.00, 0.00, 0.25, 0.04, 0.10, 0.24, 0.03, 0.11, 0.18, 0.01, 0.00, 0.00, 0.01, 0.00, 0.00, 0.00, 0.02, 0.00, 0.01, 0.00, 0.00, 0.00, 0.00, 0.00],
  "spin_multiplicity": 4,
  "e_above_lowest_ev": 0.0000,
  "e_tot_ev": -119683.895,
  "charge": 4,
  "gap_ev": [6.05, 6.06]
}


[5]
{
  "formula": "C37H68BCl14F11N7O4",
  "method": "the ωB97M-V functional and the def2-TZVPD basis",
  "species": ["C", "O", "C", "C", "C", "C", "C", "C", "C", "B", "N", "O", "N", "C", "O", "C", "F", "F", "F", "C", "N", "C", "C", "O", "C", "C", "F", "F", "C", "F", "F", "C", "F", "F", "C", "F", "F", "N", "C", "C", "C", "C", "N", "C", "N", "N", "H", "H", "H", "H", "H", "H", "H", "H", "H", "H", "H", "H", "H", "H", "H", "H", "H", "H", "H", "H", "H", "H", "H", "H", "H", "H", "H", "H", "H", "H", "H", "H", "H", "H", "H", "H", "H", "H", "H", "H", "Cl", "C", "C", "Cl", "H", "H", "H", "H", "Cl", "C", "C", "Cl", "H", "H", "H", "H", "Cl", "C", "C", "Cl", "H", "H", "H", "H", "Cl", "C", "C", "Cl", "H", "H", "H", "H", "Cl", "C", "C", "Cl", "H", "H", "H", "H", "Cl", "C", "C", "Cl", "H", "H", "H", "H", "Cl", "C", "C", "Cl", "H", "H", "H", "H"],
  "coordinates": [[6.117, 2.190, 0.438], [4.708, 2.235, 0.614], [4.315, 1.907, 1.937], [3.108, 0.969, 1.954], [3.103, -0.099, 0.862], [1.771, -0.857, 0.802], [0.738, -0.319, -0.228], [0.618, -1.319, -1.389], [-0.666, -1.278, -2.250], [-1.180, -2.788, -2.463], [-1.312, -3.361, -3.765], [-1.471, -3.473, -1.307], [-1.714, -0.437, -1.570], [-3.031, -0.519, -2.186], [-2.795, -0.342, -3.573], [-3.880, 0.007, -4.304], [-3.582, -0.160, -5.559], [-4.211, 1.277, -4.102], [-4.944, -0.731, -3.999], [-1.664, -0.575, -0.212], [-2.637, -1.135, 0.451], [-2.731, -1.262, 1.907], [-4.219, -1.230, 2.290], [-4.868, -0.373, 1.377], [-6.065, 0.222, 1.824], [-6.686, 0.856, 0.589], [-6.962, -0.107, -0.326], [-5.802, 1.709, 0.021], [-7.994, 1.615, 0.915], [-7.664, 2.653, 1.702], [-8.780, 0.780, 1.622], [-8.806, 2.145, -0.295], [-7.974, 2.797, -1.126], [-9.320, 1.091, -0.949], [-9.977, 3.089, 0.032], [-9.520, 4.260, 0.492], [-10.762, 2.530, 0.968], [-0.562, -0.089, 0.473], [-0.779, 1.336, 0.849], [-0.987, 2.315, -0.305], [-1.015, 3.786, 0.145], [-2.358, 4.298, 0.668], [-3.496, 3.813, -0.129], [-4.697, 4.557, -0.017], [-5.253, 4.857, 1.076], [-5.301, 4.951, -1.243], [6.314, 2.322, -0.628], [6.520, 1.216, 0.747], [6.616, 2.988, 1.003], [5.135, 1.452, 2.498], [4.028, 2.837, 2.449], [2.184, 1.561, 1.885], [3.084, 0.471, 2.931], [3.379, 0.332, -0.104], [3.880, -0.834, 1.110], [1.296, -0.848, 1.790], [1.971, -1.910, 0.579], [1.144, 0.629, -0.598], [1.466, -1.121, -2.053], [0.763, -2.333, -1.010], [-0.460, -0.826, -3.221], [-1.135, -2.683, -4.499], [-0.691, -4.146, -3.920], [-1.295, -4.429, -1.336], [-3.654, 0.295, -1.793], [-3.559, -1.473, -2.024], [-3.420, -1.511, -0.067], [-2.183, -0.447, 2.371], [-2.311, -2.228, 2.199], [-4.310, -0.873, 3.324], [-4.655, -2.237, 2.259], [-6.768, -0.512, 2.233], [-5.865, 0.997, 2.574], [-10.556, 3.245, -0.884], [0.067, 1.634, 1.474], [-1.668, 1.388, 1.492], [-1.934, 2.066, -0.796], [-0.219, 2.199, -1.077], [-0.697, 4.402, -0.702], [-0.270, 3.938, 0.936], [-2.499, 4.004, 1.715], [-2.343, 5.397, 0.660], [-3.243, 3.776, -1.111], [-4.735, 4.460, 1.859], [-4.646, 5.394, -1.875], [-5.776, 4.190, -1.712], [1.507, -4.535, -4.019], [3.143, -5.178, -4.355], [3.906, -5.410, -3.077], [4.284, -3.880, -2.238], [3.643, -4.461, -5.001], [3.016, -6.116, -4.891], [4.852, -5.898, -3.302], [3.340, -6.031, -2.387], [5.573, 4.944, -3.009], [5.215, 6.024, -1.632], [4.283, 5.386, -0.639], [2.640, 5.171, -1.304], [4.801, 6.946, -2.032], [6.163, 6.243, -1.144], [4.185, 6.024, 0.237], [4.630, 4.404, -0.327], [-0.166, -6.686, -1.640], [-1.343, -7.838, -0.931], [-2.652, -7.836, -1.680], [-3.521, -6.290, -1.474], [-1.477, -7.566, 0.112], [-0.885, -8.824, -0.986], [-3.296, -8.626, -1.297], [-2.497, -7.989, -2.745], [-2.369, -6.242, -4.820], [-2.111, -6.296, -6.583], [-1.439, -7.573, -7.017], [0.242, -7.672, -6.423], [-1.514, -5.429, -6.853], [-3.088, -6.213, -7.055], [-1.399, -7.616, -8.104], [-1.970, -8.446, -6.646], [5.921, 0.530, 4.674], [7.235, -0.636, 5.022], [8.540, -0.214, 4.412], [8.509, -0.308, 2.626], [6.919, -1.608, 4.655], [7.338, -0.694, 6.104], [9.322, -0.885, 4.755], [8.802, 0.805, 4.683], [6.970, -2.096, 8.280], [8.272, -3.273, 8.612], [9.585, -2.869, 7.993], [9.551, -2.955, 6.207], [7.941, -4.241, 8.246], [8.384, -3.323, 9.694], [10.368, -3.548, 8.324], [9.859, -1.854, 8.268], [3.257, 8.769, -0.043], [1.551, 8.595, 0.446], [1.419, 8.147, 1.879], [1.976, 6.466, 2.108], [1.080, 7.892, -0.237], [1.089, 9.574, 0.330], [0.374, 8.178, 2.181], [1.998, 8.782, 2.545]],
  "lowdin_charge": [-0.10, -0.23, -0.24, -0.17, -0.18, -0.13, -0.23, -0.06, -0.11, -0.68, 0.17, 0.11, 0.06, -0.12, 0.07, -0.75, 0.22, 0.18, 0.19, -0.27, 0.18, -0.07, -0.17, -0.14, -0.08, -0.42, 0.13, 0.12, -0.37, 0.16, 0.16, -0.39, 0.15, 0.15, -0.30, 0.12, 0.11, 0.00, -0.12, -0.17, -0.17, -0.21, 0.01, -0.57, 0.16, 0.10, 0.09, 0.07, 0.10, 0.03, 0.13, 0.10, 0.11, 0.11, 0.12, 0.12, 0.11, 0.14, 0.14, 0.11, 0.14, 0.09, -0.06, 0.02, 0.15, 0.15, 0.15, 0.12, 0.14, 0.14, 0.14, 0.15, 0.16, 0.18, 0.12, 0.12, 0.09, 0.12, 0.11, 0.11, 0.11, 0.12, 0.11, 0.04, 0.08, 0.07, 0.62, -0.61, -0.65, 0.54, 0.07, 0.07, 0.08, 0.06, 0.54, -0.66, -0.67, 0.52, 0.05, 0.08, 0.02, 0.04, 0.58, -0.62, -0.65, 0.56, 0.07, 0.08, 0.08, 0.02, 0.59, -0.63, -0.65, 0.53, 0.07, 0.08, 0.08, 0.07, 0.59, -0.68, -0.67, 0.55, 0.07, 0.00, 0.00, 0.07, 0.58, -0.64, -0.63, 0.60, 0.07, 0.08, 0.08, 0.07, 0.58, -0.65, -0.64, 0.54, 0.06, 0.08, 0.07, 0.07],
  "spin_multiplicity": 1,
  "e_above_lowest_ev": 0.0000,
  "e_tot_ev": -263974.148,
  "charge": 1,
  "gap_ev": 8.94
}


[6]
{
  "formula": "C24H33N5O8S2",
  "method": "the ωB97M-V functional and the def2-TZVPD basis",
  "species": ["C", "C", "O", "S", "O", "O", "O", "H", "H", "H", "H", "C", "C", "O", "S", "O", "O", "O", "H", "H", "H", "H", "N", "C", "C", "C", "C", "H", "H", "H", "H", "H", "N", "C", "C", "C", "C", "H", "H", "H", "H", "H", "N", "C", "C", "C", "C", "H", "H", "H", "H", "H", "N", "C", "C", "C", "C", "H", "H", "H", "H", "H", "N", "C", "C", "C", "C", "H", "H", "H", "H", "H"],
  "coordinates": [[-2.925, 1.318, 2.900], [-3.571, 1.670, 1.580], [-4.004, 3.045, 1.731], [-4.044, 3.492, 3.257], [-5.367, 3.799, 3.635], [-3.014, 4.442, 3.476], [-3.635, 2.096, 3.895], [-1.893, 1.660, 2.957], [-3.019, 0.275, 3.180], [-4.480, 1.118, 1.351], [-2.857, 1.588, 0.764], [0.978, -4.850, -1.234], [0.086, -5.984, -1.746], [-1.034, -5.350, -2.395], [-0.865, -3.775, -2.416], [-2.096, -3.148, -2.139], [-0.153, -3.372, -3.570], [0.099, -3.715, -1.155], [1.840, -4.622, -1.860], [1.330, -5.033, -0.221], [-0.322, -6.596, -0.946], [0.593, -6.625, -2.464], [2.122, -0.363, -1.515], [2.975, 0.687, -1.327], [4.214, 0.337, -1.808], [4.083, -0.978, -2.333], [2.800, -1.398, -2.099], [1.214, -0.393, -1.072], [2.630, 1.579, -0.830], [5.105, 0.937, -1.726], [4.866, -1.573, -2.776], [2.318, -2.348, -2.252], [-3.075, 0.625, -3.231], [-4.045, 0.923, -2.306], [-4.022, 2.277, -2.096], [-3.017, 2.820, -2.939], [-2.463, 1.775, -3.630], [-2.823, -0.312, -3.494], [-4.494, 0.107, -1.764], [-4.643, 2.784, -1.374], [-2.693, 3.840, -3.060], [-1.653, 1.739, -4.340], [4.360, -3.863, 1.990], [3.618, -3.381, 0.944], [2.772, -2.431, 1.463], [3.090, -2.267, 2.835], [4.058, -3.197, 3.139], [5.096, -4.542, 1.918], [3.667, -3.699, -0.082], [2.018, -1.883, 0.924], [2.551, -1.614, 3.501], [4.585, -3.378, 4.060], [-0.216, 1.362, 0.650], [-0.833, 0.940, -0.490], [-0.907, -0.426, -0.470], [-0.461, -0.838, 0.825], [0.014, 0.281, 1.463], [-0.056, 2.332, 0.888], [-1.064, 1.673, -1.248], [-1.289, -1.094, -1.222], [-0.464, -1.826, 1.256], [0.431, 0.449, 2.443], [1.573, 3.900, 2.012], [0.243, 4.105, 2.282], [-0.356, 4.520, 1.127], [0.655, 4.611, 0.119], [1.829, 4.233, 0.710], [2.259, 3.678, 2.712], [-0.174, 4.009, 3.271], [-1.385, 4.810, 0.985], [0.525, 4.926, -0.902], [2.812, 4.113, 0.285]],
  "lowdin_charge": [-0.14, -0.14, -0.20, 0.57, -0.21, -0.23, -0.19, 0.11, 0.14, 0.14, 0.10, -0.16, -0.13, -0.18, 0.55, -0.22, -0.21, -0.21, 0.12, 0.13, 0.13, 0.13, 0.04, -0.13, -0.11, -0.11, -0.14, 0.09, 0.09, 0.09, 0.09, 0.09, 0.02, -0.14, -0.12, -0.12, -0.15, 0.14, 0.11, 0.09, 0.09, 0.11, 0.00, -0.14, -0.11, -0.10, -0.14, 0.14, 0.10, 0.06, 0.09, 0.10, 0.04, -0.15, -0.11, -0.11, -0.14, 0.08, 0.11, 0.07, 0.10, 0.11, 0.02, -0.15, -0.12, -0.10, -0.14, 0.15, 0.11, 0.10, 0.10, 0.11],
  "spin_multiplicity": 1,
  "e_above_lowest_ev": 0.0000,
  "e_tot_ev": -70921.626,
  "gap_ev": 8.32
}